Entry from the OMol25 dataset: a molecular structure, C11H18NO2Si at a distorted geometry (ωB97M-V/def2-TZVPD).

Each line ends with the Mulliken charge.
Geometry (Å):
C -2.33832 -2.63147 2.12785  -0.500
C -1.78202 -3.06115 1.02282  -0.577
C -2.33930 -1.23006 2.49755  -0.467
C -0.82030 -2.13834 0.35480  -1.037
C -1.47288 -0.28510 1.92311  0.108
C -0.56088 -0.69167 0.78797  0.011
C -1.22101 1.07876 2.44091  -0.738
C -0.98932 1.99293 1.23943  -0.972
C 0.26280 0.12027 0.19259  0.754
C 0.76743 -0.13401 -3.67252  -0.597
C 3.28294 1.88433 -1.65212  -0.738
N 0.22352 1.66213 0.61752  0.042
O 1.01726 -0.87440 -2.47586  -0.184
O 2.15318 1.26298 -1.08751  -0.236
Si 1.59824 -0.32620 -1.08425  0.234
H -2.97393 -3.28926 2.78183  0.316
H -1.88499 -4.06545 0.56075  0.364
H -2.95084 -1.03985 3.34547  0.441
H 0.00810 -2.64252 -0.05540  0.501
H -2.08412 1.69323 2.68644  0.346
H -0.54732 1.00906 3.25636  0.360
H -1.80763 1.78088 0.56577  0.386
H -1.12120 2.99606 1.63263  0.466
H -1.33359 -1.91536 -0.92152  0.289
H -0.02860 0.52625 -3.59706  0.322
H 0.65644 -0.88308 -4.41533  0.271
H 1.53192 0.60162 -3.86891  0.226
H 4.25640 1.42460 -1.31970  0.283
H 3.26491 2.85594 -1.17901  0.275
H 3.09386 2.04417 -2.73846  0.289
H 0.55281 2.11673 -0.29947  0.455
H 1.12198 1.67843 1.23448  0.435
H 2.46446 -1.52044 -0.90116  -0.131

Kohn-Sham gap, Eh: 0.2926
Relative energy (zero: lowest compared OMol25 entry of this formula, charge and spin), kJ/mol: 231.25
Calculated total energy, Ha: -924.36746
LUMO energy, eV: -3.4
Net charge: +1
Max |F|, eV/A: 5.88

Entry from the OMol25 dataset: a molecular structure, C36H62BiN10O3PSi (ωB97M-V/def2-TZVPD).

Each line ends with the Mulliken charge.
Geometry (Å):
Bi 0.10826 0.33731 0.94962  1.335
C -2.51499 1.21714 -1.38898  -1.231
C -2.69464 -0.04092 -0.55153  -0.346
N -2.21892 0.12509 0.85121  0.161
C -2.92770 1.14072 1.65640  0.138
C -2.38953 2.55927 1.46866  -0.924
N -0.92374 2.58479 1.33831  -0.017
C -0.43584 3.52233 0.30317  -0.736
C -0.97816 3.16370 -1.09698  -1.078
N -1.15561 1.73072 -1.26734  0.258
H -3.23036 1.98447 -1.09144  0.538
H -2.75254 0.95000 -2.42189  0.572
H -2.10904 -0.84963 -0.98832  -0.063
H -3.74850 -0.33321 -0.53220  0.493
H -2.31198 -0.78487 1.29672  0.237
H -2.81486 0.85358 2.69904  -0.568
H -3.99494 1.12788 1.41940  0.483
H -2.70626 3.16327 2.32151  0.657
H -2.82476 3.01534 0.58573  0.378
H -0.52478 2.85564 2.23366  -0.369
H 0.65551 3.47513 0.31553  0.405
H -0.72004 4.54887 0.55150  0.457
H -0.27854 3.55759 -1.83512  0.388
H -1.92016 3.68967 -1.27095  0.459
H -0.58895 1.31709 -2.00016  0.258
N 2.02173 -1.72561 1.04372  -0.090
C 1.58824 -2.56393 -0.07124  0.826
C 2.42286 -3.82440 -0.38551  -0.936
C 2.87567 -4.71938 0.78729  -0.453
C 2.08437 -6.02364 0.89602  -1.335
N 0.66022 -5.76853 1.08937  -0.055
C 0.07594 -5.53049 2.25105  0.833
N 0.62924 -5.92532 3.40417  -0.249
N -1.09025 -4.88297 2.26366  -0.187
C 0.07685 -2.78245 0.06956  0.200
O -0.48594 -3.77706 -0.39287  -1.059
O -0.55926 -1.85800 0.68858  -0.659
H 3.00091 -1.47402 0.97435  0.326
H 1.88394 -2.17979 1.94097  -0.126
H 1.67278 -1.92897 -0.95709  -0.487
H 3.31248 -3.47556 -0.91241  0.704
H 1.86078 -4.42063 -1.10904  0.180
H 2.83621 -4.18248 1.73964  0.138
H 3.92124 -4.99624 0.64414  0.447
H 2.47485 -6.66021 1.68967  0.442
H 2.17562 -6.59664 -0.02620  0.396
H 0.20586 -5.31780 0.29175  0.297
H 1.38730 -6.58523 3.39828  0.155
H 0.10949 -5.83965 4.25946  0.287
H -1.38114 -4.39363 1.42354  0.206
H -1.55711 -4.68006 3.13275  0.113
C -2.10486 -3.54488 5.36839  -0.789
C -2.77521 -2.40958 4.92952  -0.958
C -2.05709 -1.33074 4.43456  -0.263
C -0.65955 -1.35456 4.34758  1.476
C -0.00848 -2.51446 4.77762  -0.077
C -0.71949 -3.58981 5.29581  -1.568
Si 0.32070 0.09795 3.66919  -0.247
C 2.14667 -0.03054 4.08555  0.984
C 2.53748 -0.46004 5.35696  -0.289
C 3.87664 -0.49973 5.72135  -0.816
C 4.85390 -0.09677 4.82407  -0.616
C 4.48770 0.36199 3.56545  -0.821
C 3.14835 0.39045 3.20564  -0.402
C -0.19304 1.73366 4.45258  1.313
C -1.21004 1.88278 5.39625  -0.331
C -1.48634 3.12193 5.96418  -0.703
C -0.74719 4.23677 5.60226  -0.731
C 0.28671 4.10900 4.68167  -0.374
C 0.55949 2.87045 4.12183  -1.362
H -2.65962 -4.37144 5.79579  0.409
H -3.85313 -2.35108 5.00655  0.515
H -2.60355 -0.44018 4.15402  -0.006
H 1.07458 -2.56562 4.75618  0.401
H -0.18232 -4.45013 5.67665  1.042
H 1.78858 -0.74898 6.08644  0.487
H 4.15487 -0.83364 6.71227  0.452
H 5.89727 -0.12427 5.10854  0.417
H 5.24462 0.70122 2.86995  0.461
H 2.89290 0.75919 2.21567  0.536
H -1.78729 1.02323 5.71534  0.394
H -2.27396 3.21153 6.70087  0.462
H -0.95861 5.19826 6.05054  0.442
H 0.89053 4.96789 4.41864  0.473
H 1.40485 2.78168 3.44152  0.376
C -2.81824 -2.59194 -3.75110  -1.111
N -1.37516 -2.76864 -3.64170  0.967
C -0.95301 -4.15785 -3.70195  -1.127
P -0.42351 -1.44956 -3.94136  -0.916
O -0.45490 -0.42425 -2.85876  -0.370
N 1.10957 -2.05175 -4.14330  0.727
C 2.25374 -1.39435 -3.53487  -0.919
C 1.47260 -2.86205 -5.29759  -1.019
N -1.04299 -0.78209 -5.32308  0.573
C -0.99372 0.65206 -5.56694  -0.913
C -1.34185 -1.57096 -6.50795  -1.084
H -3.20678 -2.94988 -4.71012  0.343
H -3.08251 -1.54083 -3.64767  0.282
H -3.31221 -3.15324 -2.95481  0.331
H -1.12805 -4.60199 -4.68908  0.264
H -1.52440 -4.73233 -2.97086  0.379
H 0.09788 -4.24541 -3.44248  0.242
H 1.91624 -0.63350 -2.83480  0.149
H 2.87824 -0.91814 -4.29693  0.390
H 2.87613 -2.12600 -3.00940  0.142
H 1.97760 -2.26179 -6.06074  0.283
H 0.59841 -3.32248 -5.74937  0.284
H 2.15028 -3.66400 -4.99302  0.341
H -0.78994 1.17672 -4.63780  0.114
H -1.95587 0.99043 -5.95914  0.315
H -0.22056 0.91170 -6.29709  0.286
H -1.41966 -2.62812 -6.25807  0.303
H -0.57530 -1.45236 -7.27975  0.314
H -2.29925 -1.25806 -6.93152  0.345

Kohn-Sham gap, Eh: 0.2935
Relative energy (zero: lowest compared OMol25 entry of this formula, charge and spin), kJ/mol: 47.61
Calculated total energy, Ha: -3027.44143
LUMO energy, eV: -4.5
Net charge: +2
Max |F|, eV/A: 0.50

Entry from the OMol25 dataset: 2 unconnected molecules or ions with the total composition C3H4O2S at a distorted geometry (ωB97M-V/def2-TZVPD).

Each line ends with the Mulliken charge.
Geometry (Å):
C 0.28498 -0.33138 -0.65828  0.451
C -1.02195 -0.79471 -0.43077  0.426
C -1.59115 0.14908 0.69510  -0.903
O 1.24618 0.28119 -0.88454  -0.290
O -1.70407 -1.68403 -0.94953  -0.550
S 3.85464 0.35882 0.27803  -0.130
H -1.56747 1.18373 0.14568  0.267
H -1.12733 0.19299 1.67958  0.342
H -2.67306 -0.14406 0.95303  0.268
H 4.29922 0.78837 -0.82830  0.119

Kohn-Sham gap (alpha / beta), Eh: 0.2303 / 0.3354
Relative energy (zero: lowest compared OMol25 entry of this formula, charge and spin), kJ/mol: 405.82
Calculated total energy, Ha: -665.23106
LUMO energy (alpha / beta), eV: -2.2 / -0.9
Max |F|, eV/A: 2.44

Entry from the OMol25 dataset: C5H6N2 in the gas phase at a distorted geometry (ωB97M-V/def2-TZVPD).

Each line ends with the Mulliken charge.
Geometry (Å):
C -1.06888 1.76775 0.75796  0.031
C 0.40715 0.68014 -0.53785  0.628
C -0.04793 -0.53410 0.16462  0.324
C 1.45384 0.64170 -1.42691  -0.952
C 0.06966 -1.82505 0.12500  -0.566
N -0.30180 1.82806 -0.26573  -0.599
N -1.50800 0.62840 1.27085  -0.483
H -1.55363 2.78438 0.91189  0.332
H 1.69524 1.41955 -2.23972  0.238
H 1.95822 -0.20407 -1.76532  0.294
H -0.33479 -2.36046 1.01632  0.280
H 0.92923 -2.08564 -0.55772  0.237
H -1.62550 0.26859 2.17638  0.237

Kohn-Sham gap (alpha / beta), Eh: 0.2979 / 0.2979
Relative energy (zero: lowest compared OMol25 entry of this formula, charge and spin), kJ/mol: 478.58
Calculated total energy, Ha: -303.45379
LUMO energy (alpha / beta), eV: -0.1 / -0.1
Max |F|, eV/A: 4.80

Entry from the OMol25 dataset: C16H16Cl2N2O4S in the gas phase at a distorted geometry (ωB97M-V/def2-TZVPD).

Each line ends with the Mulliken charge.
Geometry (Å):
C -4.08666 -3.80385 1.57065  -1.228
C -3.18399 -2.76422 1.02182  0.287
C -3.42784 -1.55067 0.44811  -0.445
C -2.13091 -1.06281 0.14272  0.364
N -1.20888 -1.92239 0.51543  -0.270
O -1.85855 -2.98504 1.05773  -0.311
N -1.76142 0.12933 -0.43606  0.022
C -2.56007 1.23423 -0.53830  0.168
O -3.74930 1.22901 -0.33269  -0.651
C -1.77377 2.49493 -0.87516  0.569
C -2.65128 3.57087 -1.48403  -1.505
H -2.97560 3.26114 -2.47545  0.372
H -2.10838 4.50924 -1.56319  0.398
H -3.53164 3.71787 -0.86324  0.321
H -0.91363 2.26306 -1.50354  0.355
S -1.09349 3.06562 0.75362  -0.149
C 0.71599 3.02170 0.44756  -0.752
C 1.09167 1.58401 0.21994  0.748
O 0.99341 1.03942 -0.85799  -0.646
O 1.45298 0.97714 1.33478  -0.291
C 1.76311 -0.42279 1.24938  0.016
C 2.93719 -0.67831 0.34145  -0.565
C 2.85266 -1.49832 -0.78414  1.206
C 3.94696 -1.69287 -1.61506  -0.756
C 5.14627 -1.06551 -1.33587  -0.336
C 5.26218 -0.24832 -0.22609  -0.710
C 4.16365 -0.06451 0.59708  0.492
Cl 4.33374 0.95500 1.98160  -0.200
H 6.19223 0.24493 0.00646  0.434
H 5.99534 -1.21313 -1.98461  0.369
H 3.84633 -2.33132 -2.47769  0.436
Cl 1.38151 -2.30228 -1.17332  -0.191
H 0.87994 -0.97623 0.90975  -0.300
H 2.00394 -0.70469 2.27713  0.400
H 1.17194 3.41599 1.35165  0.398
H 0.94444 3.63686 -0.42084  0.384
H -0.77859 0.19632 -0.67844  0.161
H -4.35709 -1.05760 0.26693  0.472
H -3.89881 -3.93890 2.63474  0.306
H -5.11996 -3.50697 1.42228  0.311
H -3.90562 -4.75594 1.07491  0.318

Kohn-Sham gap, Eh: 0.3548
Relative energy (zero: lowest compared OMol25 entry of this formula, charge and spin), kJ/mol: 5.52
Calculated total energy, Ha: -2348.35725
LUMO energy, eV: 0.6
Max |F|, eV/A: 1.14

Entry from the OMol25 dataset: 8 unconnected molecules or ions with the total composition C23H43ClN5O18 at a distorted geometry (ωB97M-V/def2-TZVPD).

Each line ends with the Mulliken charge.
Geometry (Å):
N -1.21371 -2.28425 3.61400  -0.500
H -1.03342 -1.75188 2.77485  0.364
H -1.93065 -1.87026 4.19253  0.366
H -0.35438 -2.46095 4.11443  0.385
H -1.53411 -3.21307 3.38001  0.380
C -4.85972 -2.68168 -4.78219  -0.790
N -5.22235 -3.73413 -3.64276  -0.121
C -5.59593 -5.06062 -4.20862  -0.830
C -4.02029 -3.95313 -2.75719  -0.965
C -6.34719 -3.16493 -2.71263  -0.493
C -7.80227 -3.13222 -3.27111  -0.602
O -8.27483 -4.50244 -3.42404  -0.490
H -4.39955 -1.84894 -4.25032  0.390
H -5.79054 -2.39258 -5.27014  0.348
H -4.20580 -3.20166 -5.48226  0.365
H -5.96111 -5.59323 -3.33051  0.392
H -4.71476 -5.58482 -4.57857  0.380
H -6.28993 -4.91489 -5.03640  0.350
H -3.71949 -3.05944 -2.21045  0.420
H -3.24142 -4.24469 -3.46179  0.433
H -4.14730 -4.76925 -2.04591  0.392
H -6.07494 -2.10995 -2.68076  0.349
H -6.33574 -3.59749 -1.71219  0.421
H -7.94112 -2.50650 -4.15275  0.359
H -8.40028 -2.68810 -2.47535  0.361
H -8.14323 -4.90924 -2.56451  0.333
Cl 0.48720 0.91253 -0.99193  1.604
O -0.82958 0.81672 -0.39340  -0.714
O 0.86123 2.24649 -0.64279  -0.622
O 1.34214 -0.07155 -0.45366  -0.622
O 0.30169 0.79500 -2.42503  -0.643
C 6.74907 0.74864 -3.72433  -0.615
N 7.94320 1.66818 -3.89997  0.869
O 8.69676 1.46283 -4.77778  -0.525
O 8.11326 2.65826 -3.25534  -0.550
H 7.17908 -0.12464 -4.21480  0.298
H 5.87001 1.20540 -4.17901  0.259
H 6.38638 0.58790 -2.70909  0.264
C 0.18373 5.18051 -6.68859  -0.649
N -0.59703 5.75662 -7.88206  0.863
O -1.19466 6.75783 -7.77476  -0.516
O -0.59874 5.17928 -8.94962  -0.534
H -0.39353 4.28490 -6.45892  0.272
H 0.04734 5.88539 -5.86844  0.303
H 1.24656 5.07205 -6.90474  0.263
C 4.76757 2.74351 4.00592  -1.460
C 3.94306 3.31936 5.21222  0.510
C 3.82890 4.86006 5.21982  -0.665
O 3.41375 5.46243 6.43657  -0.340
C 2.97256 6.81073 6.31491  -0.716
N 2.65645 2.63021 5.31992  -0.696
H 4.41414 3.05756 3.02380  0.353
H 4.80930 1.65452 3.98481  0.369
H 5.78749 3.12805 4.00474  0.385
H 4.50591 2.94139 6.06570  0.261
H 3.07941 5.10556 4.46742  0.258
H 4.69277 5.38008 4.80579  0.387
H 2.37743 7.02413 5.42700  0.330
H 3.80496 7.50279 6.44245  0.269
H 2.26952 6.99587 7.12704  0.247
H 2.03833 2.80832 4.54127  0.251
H 2.22012 2.86894 6.19897  0.259
C 6.46865 -7.35512 -1.85342  -0.732
C 5.42084 -6.56994 -1.51355  0.361
C 3.97925 -7.05457 -1.41395  0.750
O 3.01721 -6.34805 -1.10680  -0.620
C 3.83465 -8.49652 -1.80270  -0.764
C 4.89183 -9.30311 -2.08597  0.375
C 6.30026 -8.78689 -2.19892  0.843
O 7.22543 -9.53325 -2.48500  -0.581
O 4.76825 -10.65160 -2.33698  -0.531
O 5.61526 -5.32362 -0.99894  -0.513
H 7.43736 -6.95121 -1.59875  0.379
H 2.88136 -8.91823 -2.08518  0.337
H 5.55804 -11.13567 -2.58899  0.358
H 4.77720 -4.85853 -0.94477  0.337
C -5.19118 5.73073 6.16215  -0.743
C -4.36012 6.69688 5.67761  0.385
C -3.22738 6.43425 4.71914  0.730
O -2.53292 7.29064 4.21838  -0.584
C -3.07283 4.98243 4.51080  -0.955
C -3.92101 4.04591 5.02189  0.511
C -5.06024 4.34721 5.88438  0.821
O -5.80931 3.54450 6.37282  -0.607
O -3.69033 2.73819 4.86565  -0.522
O -4.47951 8.03862 5.94703  -0.526
H -6.12917 6.03374 6.60346  0.376
H -2.22874 4.58954 3.96348  0.428
H -4.31371 2.17337 5.32823  0.337
H -3.98121 8.55484 5.30922  0.348

Kohn-Sham gap, Eh: 0.2064
Relative energy (zero: lowest compared OMol25 entry of this formula, charge and spin), kJ/mol: 476.87
Calculated total energy, Ha: -2989.51513
LUMO energy, eV: -4.1
Net charge: +1
Max |F|, eV/A: 4.50